1.
Computed, not measured: C38H27IN6O7PdS as an isolated structure, with ωB97M-V/def2-TZVPD.

Output
Energy above the lowest of the compared OMol25 structures with the same formula, charge and spin, kJ/mol: 18.11
E_LUMO (spin up / spin down), eV: -0.79 / -0.89
DFT total energy, hartree: -3142.84348

```
! wB97M-V def2-TZVPD RIJCOSX def2/J DEFGRID3
* xyz 0 3
Pd -0.26199 -0.77876 0.17552
C -1.67207 2.40178 2.66186
C -1.41232 1.89514 3.91560
C -0.97661 0.55075 4.05628
C -0.83386 -0.26403 2.95607
C -1.10284 0.30812 1.74343
C -1.44623 1.60733 1.52705
C -0.33989 -1.68339 2.98174
C -0.29484 -2.48883 4.17754
C 0.10071 -3.76379 4.10938
C 0.46856 -4.30748 2.86072
C 0.86736 -5.65458 2.69595
C 1.22720 -6.11120 1.47712
C 1.31269 -5.26403 0.35587
C 0.81024 -3.98523 0.46324
C 0.37096 -3.48629 1.71645
N 0.00413 -2.17708 1.81582
H -2.07247 3.41006 2.54849
H -1.51232 2.51920 4.81182
H -0.64146 0.22456 5.02531
H -1.53083 1.90493 0.53014
H -0.58382 -2.03642 5.12572
H 0.26432 -4.31126 5.02457
H 0.79016 -6.30855 3.60352
H 1.36823 -7.19823 1.32789
H 1.54855 -5.74377 -0.54741
H 0.75774 -3.37192 -0.40197
O -7.45040 0.90265 -0.80352
N -6.42595 1.49847 -1.06797
O -6.32394 2.71597 -1.00768
C -5.25648 0.70613 -1.31647
C -4.04748 1.26035 -1.63115
C -2.84678 0.50716 -1.62954
C -2.87306 -0.91929 -1.21300
O -1.94007 -1.72962 -1.02150
C -4.20179 -1.43896 -1.19297
C -5.31798 -0.68674 -1.15750
N -4.42879 -2.91229 -1.18939
O -5.06410 -3.39827 -2.07702
O -3.94389 -3.55371 -0.29980
N -1.67154 1.07963 -2.13975
O -0.63736 0.40239 -1.97248
O -1.72733 2.18087 -2.70344
H -3.94997 2.33989 -1.83658
H -6.25651 -1.06885 -0.89012
I 3.55239 -1.96957 -2.36981
C 1.88125 -1.69832 -3.60628
C 2.02619 -0.89398 -4.73312
C 0.89064 -0.73768 -5.51163
C -0.25446 -1.42697 -5.19019
C -0.26112 -2.27221 -4.04911
N 0.80750 -2.36280 -3.25061
H 2.92452 -0.38385 -4.98329
H 0.89802 -0.03564 -6.35620
H -1.14571 -1.29237 -5.80541
H -1.13251 -2.81657 -3.77430
N 1.62556 0.40418 0.19755
S 1.31935 1.97484 0.05299
C 1.90943 2.61742 1.61253
C 1.65540 3.86155 2.02104
C 2.06205 4.35221 3.23446
C 2.78426 3.48540 4.05990
C 3.11818 2.20439 3.61698
C 2.66915 1.74304 2.41321
C 2.43225 2.63862 -1.12069
C 1.85937 2.79363 -2.39439
C 2.67584 3.09443 -3.42899
C 3.97529 3.52183 -3.17787
C 4.48535 3.60312 -1.86476
C 3.73558 3.04451 -0.84660
H 2.58596 0.09876 0.07518
H 1.09777 4.59059 1.39821
H 1.85740 5.40995 3.50578
H 3.16153 3.85220 5.00129
H 3.75985 1.63986 4.21690
H 2.93128 0.74899 2.01193
H 0.77720 2.59914 -2.54670
H 2.31581 3.13412 -4.43063
H 4.58465 3.67045 -4.03444
H 5.50145 4.04157 -1.75080
H 4.08745 2.99235 0.22007
*
```

For reference, the Löwdin charges in units of e are: 0.95, -0.08, -0.08, -0.03, -0.20, -0.18, -0.14, -0.17, 0.01, -0.01, -0.15, -0.04, -0.09, -0.05, 0.00, -0.18, 0.07, 0.11, 0.11, 0.10, 0.05, 0.11, 0.12, 0.13, 0.12, 0.09, 0.07, 0.08, -0.36, 0.07, -0.15, 0.09, -0.08, -0.29, -0.07, -0.06, 0.08, -0.37, 0.10, 0.11, -0.33, -0.05, 0.06, 0.14, 0.12, 0.84, -0.80, -0.14, -0.08, -0.06, -0.11, 0.02, 0.08, 0.12, 0.11, 0.10, -0.38, 1.05, -0.41, -0.13, -0.07, -0.06, -0.07, -0.07, -0.39, -0.08, -0.08, -0.06, -0.06, -0.07, -0.02, 0.14, 0.12, 0.10, 0.09, 0.11, 0.10, 0.11, 0.10, 0.12, 0.13



2.
Computed, not measured: C38H29Br2CaCl2F3N9O3 as an isolated structure, with ωB97M-V/def2-TZVPD.

Output
E_LUMO, eV: 1.69
DFT total energy, hartree: -9229.98597

```
! wB97M-V def2-TZVPD RIJCOSX def2/J DEFGRID3
* xyz -1 1
Ca 0.14032 -0.15903 0.18976
Cl 1.27866 2.32063 7.21435
C 0.85934 1.29418 5.85016
C 0.92425 1.76764 4.56818
C 0.63587 0.96401 3.47339
N 0.82971 1.41083 2.14769
C 0.65132 2.69598 1.86981
O 0.04300 3.59671 2.50375
C 1.23420 3.13657 0.52596
C 2.60030 3.34853 0.39569
C 3.10603 3.75962 -0.84007
C 2.22457 4.02811 -1.89288
C 0.87179 3.85576 -1.63923
N 0.38313 3.43543 -0.46164
C 0.30838 -0.40083 3.64241
C 0.13874 -0.84314 4.95896
C 0.44401 -0.02347 6.04541
Cl 0.38686 -0.81149 7.61290
N 0.15271 -1.18290 2.45290
C 0.07404 -2.50432 2.63650
O 0.26200 -3.12229 3.68077
C -0.31342 -3.38442 1.43868
C -0.92797 -4.61535 1.74069
C -1.29960 -5.45499 0.70794
C -0.98003 -5.05647 -0.60386
C -0.36063 -3.85619 -0.81588
N -0.07948 -2.98966 0.20964
H 1.20287 2.80897 4.41728
H 3.28384 3.17768 1.20881
H 4.15452 3.94676 -0.99192
H 2.50348 4.41234 -2.86003
H 0.17850 4.10738 -2.41030
H -0.06576 -1.87613 5.15842
H -1.03165 -4.88420 2.77430
H -1.78408 -6.41708 0.87077
H -1.16803 -5.67287 -1.46279
H -0.06837 -3.50819 -1.79980
Br 6.49106 0.68375 3.90921
C 5.37604 0.55776 2.40126
C 5.67432 1.13226 1.18283
C 4.78397 0.95002 0.13688
C 3.59380 0.25680 0.31821
C 3.29686 -0.29216 1.53897
C 4.19813 -0.14279 2.59484
N 2.57771 0.27331 -0.66432
C 2.84744 0.22202 -1.88995
C 1.76944 0.50425 -2.85217
C 2.16772 0.72485 -4.16419
C 1.23840 1.20841 -5.07664
C -0.04753 1.44364 -4.61501
C -0.36520 1.16138 -3.29361
N 0.52509 0.68954 -2.41235
H 6.60120 1.69796 1.03778
H 4.94548 1.46060 -0.79914
H 2.35878 -0.77800 1.77171
H 3.87708 -0.55339 3.56315
H 3.83552 0.04699 -2.29370
H 3.19922 0.57509 -4.43645
H 1.47456 1.41783 -6.10360
H -0.78673 1.87366 -5.26238
H -1.35092 1.40525 -2.89105
Br 2.17019 -2.71746 -2.98454
C -3.94430 1.31433 -1.65265
N -3.50780 2.37985 -0.79753
C -2.48980 2.15624 0.11413
N -2.32182 3.12362 1.06418
O -1.85665 1.10190 0.09878
H -4.63210 1.67515 -2.39797
H -4.48838 0.54469 -1.10277
H -3.11479 0.85011 -2.15657
H -4.16686 3.11558 -0.63468
H -2.72398 4.01680 0.82592
H -1.49160 3.14575 1.64609
F -6.20414 -2.38102 -3.46450
C -5.68399 -3.25619 -2.56456
F -6.57548 -3.47621 -1.59999
F -5.48310 -4.40454 -3.19755
C -4.43467 -2.68426 -2.01693
C -4.30213 -2.40792 -0.66772
C -3.08576 -1.84586 -0.24989
N -2.09800 -1.51577 -1.08782
C -2.27177 -1.76195 -2.38862
C -3.40064 -2.37330 -2.89685
H -5.07942 -2.57518 0.07973
H -2.93597 -1.66877 0.80973
H -1.46905 -1.53591 -3.06890
H -3.48280 -2.64280 -3.92553
*
```

For reference, the Löwdin charges in units of e are: 1.34, 0.61, -0.67, -0.06, -0.22, 0.05, -0.52, -0.04, -0.20, -0.01, -0.07, -0.07, -0.15, 0.14, -0.20, -0.06, -0.67, 0.61, -0.02, -0.51, 0.00, -0.21, -0.01, -0.06, -0.07, -0.18, 0.07, 0.11, 0.12, 0.10, 0.09, 0.09, 0.08, 0.10, 0.10, 0.10, -0.02, 0.73, -0.71, -0.12, -0.05, -0.28, -0.01, -0.11, 0.05, -0.19, -0.36, -0.04, -0.05, -0.06, -0.14, 0.09, 0.11, 0.10, 0.08, 0.12, 0.12, 0.11, 0.10, 0.10, 0.09, -0.34, -0.09, 0.02, -0.57, 0.20, -0.12, 0.08, 0.08, 0.04, 0.12, 0.10, 0.05, 0.13, -0.61, 0.15, 0.17, -0.12, 0.02, -0.11, 0.05, -0.13, 0.02, 0.13, 0.12, 0.11, 0.12



3.
Computed, not measured: C38H29BrN3O10PSW as an isolated structure, with ωB97M-V/def2-TZVPD.

Output
Energy above the lowest of the compared OMol25 structures with the same formula, charge and spin, kJ/mol: 0.00
E_LUMO (spin up / spin down), eV: -0.69 / -1.20
DFT total energy, hartree: -5762.86621

```
! wB97M-V def2-TZVPD RIJCOSX def2/J DEFGRID3
* xyz 0 3
W -0.92891 -0.34408 0.23043
Br 2.09953 5.63824 3.51634
C 1.46473 3.93478 2.97284
C 1.03777 3.02935 3.93911
C 0.57186 1.78871 3.52853
C 0.53425 1.44749 2.18534
O 0.08961 0.21906 1.84984
C 0.97868 2.35835 1.20032
C 1.00574 2.04765 -0.17406
N 0.55522 0.88554 -0.73357
C 0.97441 0.57811 -1.99915
C 1.96719 1.21147 -2.73831
C 2.28080 0.75945 -4.03325
C 1.64709 -0.30856 -4.60761
C 0.65378 -0.99797 -3.87003
C -0.02321 -2.14073 -4.33211
C -0.93023 -2.76702 -3.51983
C -1.17407 -2.26378 -2.23937
N -0.55414 -1.18743 -1.78237
C 0.34055 -0.54992 -2.57576
C 1.43786 3.62039 1.63613
H 1.06581 3.29128 4.98696
H 0.22882 1.06042 4.25300
H 1.37150 2.80837 -0.85244
H 2.51154 2.05007 -2.33008
H 3.05193 1.28133 -4.58594
H 1.89597 -0.64195 -5.60626
H 0.19027 -2.52017 -5.32402
H -1.45911 -3.65368 -3.83987
H -1.87682 -2.73605 -1.56987
H 1.77482 4.34028 0.90094
O -1.38288 -4.21496 1.65960
C -0.85586 -3.17711 1.35648
O -1.37725 -2.32186 0.49176
C 0.50940 -2.75679 1.88336
P 1.23585 -1.74685 0.56247
C 2.69288 -0.91822 1.24071
C 3.38087 0.03212 0.48761
C 4.45602 0.71330 1.03540
C 4.85196 0.45870 2.33999
C 4.17578 -0.48888 3.09335
C 3.10180 -1.17506 2.54762
C 1.81603 -2.93182 -0.68781
C 2.68887 -2.51342 -1.69340
C 3.10089 -3.39611 -2.67818
C 2.64052 -4.70543 -2.67774
C 1.76892 -5.12840 -1.68641
C 1.35575 -4.24900 -0.69535
H 1.09071 -3.62075 2.19660
H 0.35545 -2.08499 2.73098
H 3.07052 0.26459 -0.52179
H 4.97457 1.45702 0.44436
H 5.68309 1.00165 2.77042
H 4.47814 -0.69241 4.11212
H 2.58400 -1.90513 3.15459
H 3.05326 -1.49438 -1.72118
H 3.77995 -3.05396 -3.44840
H 2.96316 -5.39516 -3.44692
H 1.40691 -6.14814 -1.67562
H 0.67761 -4.61221 0.06565
O -2.31699 -0.53587 1.90075
C -3.14335 0.25819 2.36651
C -3.33695 1.61228 1.98094
C -4.32575 2.35997 2.63728
C -4.49214 3.67424 2.31202
C -3.69171 4.29439 1.33774
C -2.72680 3.57926 0.68952
C -2.53079 2.21070 0.98299
O -1.60709 1.57314 0.34054
N -5.51963 4.45581 2.99985
O -6.18922 3.89362 3.84551
O -5.64169 5.62395 2.68741
H -3.78095 -0.12098 3.17380
H -4.94868 1.90761 3.39730
H -3.85974 5.33787 1.11408
H -2.10718 4.02390 -0.07630
C -4.35150 -0.77193 -2.66803
S -3.39858 0.40277 -1.75593
O -2.81195 -0.48714 -0.64442
O -4.31492 1.35137 -1.18769
O -2.34848 0.88976 -2.61391
H -5.05787 -1.24665 -1.99184
H -3.68073 -1.50340 -3.11162
H -4.87739 -0.21819 -3.44265
*
```

For reference, the Löwdin charges in units of e are: 1.84, 0.72, -0.70, -0.13, 0.00, -0.31, -0.31, -0.17, -0.08, -0.10, -0.25, -0.02, -0.07, -0.04, -0.16, 0.02, -0.02, -0.11, -0.04, -0.18, -0.08, 0.10, 0.12, 0.12, 0.10, 0.11, 0.11, 0.12, 0.12, 0.12, 0.11, 0.11, -0.65, -0.26, -0.21, 1.09, -0.31, -0.09, -0.06, -0.07, -0.07, -0.07, -0.30, -0.08, -0.07, -0.07, -0.07, -0.07, 0.11, 0.10, 0.08, 0.11, 0.11, 0.11, 0.10, 0.10, 0.11, 0.11, 0.11, 0.10, -0.08, -0.10, -0.10, 0.07, -0.14, 0.04, 0.04, -0.30, -0.19, -0.36, 0.07, 0.08, 0.15, 0.13, 0.13, 0.13, -0.12, 0.48, -0.47, -0.28, -0.29, 0.07, 0.05, 0.07